No. 1
DFT (the ωB97M-V functional and the def2-TZVPD basis) results for an isolated molecule of C4H7NO at a distorted geometry.

The geometry in ORCA input format:
```
! wB97M-V def2-TZVPD RIJCOSX def2/J DEFGRID3
* xyz 0 1
C -1.9488 -0.3223 -0.2825
O -0.7199 -0.6307 0.3467
C 0.3171 0.2683 0.1624
C 1.6114 -0.2073 0.8660
C 0.6214 0.5059 -1.2510
N 1.1082 0.6961 -2.2918
H -1.8648 -0.0880 -1.3576
H -2.3194 0.6284 0.2223
H -2.6384 -1.1671 -0.0347
H 0.0853 1.2306 0.6434
H 2.3520 0.5747 0.7917
H 1.3621 -0.4572 1.9134
H 2.0338 -1.0315 0.2717
*
```

Results
Highest occupied orbital energy = -10.646 eV
ΔE to the lowest compared entry with this formula, charge and spin = 169.0 kJ/mol
Orbital gap = 11.52 eV
LUMO = 0.0323 Ha
M = 85.11 g/mol
SMILES string = CO[C@@H](C)C#N


No. 2
DFT (the ωB97M-V functional and the def2-TZVPD basis) results for a structure of composition C45H59Br2F27N2O7 at a distorted geometry.

The geometry in ORCA input format:
```
! wB97M-V def2-TZVPD RIJCOSX def2/J DEFGRID3
* xyz 0 1
C 5.4201 -4.9052 0.9579
C 5.8026 -4.3355 -0.5338
C 5.1705 -5.3917 -1.6341
C 4.1365 -4.5249 -2.5729
C 2.7790 -4.0117 -1.7412
C 2.0635 -2.8071 -2.6545
C 0.7879 -3.4184 -3.4496
C -0.6861 -2.8005 -3.0999
C -1.7160 -3.8569 -3.9165
C -2.0165 -5.2243 -3.0630
C -3.5197 -5.2724 -2.3721
O -3.9116 -6.7177 -2.2787
C -3.4903 -7.2868 -0.9887
C -1.0387 -1.3599 -3.8006
C 0.2031 -0.3293 -4.0243
C 1.4529 -0.5527 -5.1139
C 2.6942 0.4899 -5.3409
C 2.7982 1.8936 -4.4712
C 1.5662 2.1852 -3.4205
C 0.2970 1.1192 -3.1914
C -0.8348 1.6301 -2.1029
O -1.1321 -2.9558 -1.7112
C -0.5899 -2.0030 -0.7689
C -1.5719 -1.8825 0.5796
N -2.9882 -2.0417 0.0737
C -1.4600 -0.3021 1.1145
C 0.0699 0.1701 1.4490
C 0.3656 0.5599 3.0108
F -0.8236 0.9288 3.8109
Br 1.5383 -0.8304 3.9352
C 1.3189 1.9337 2.9652
F 2.4581 1.8042 2.0277
F 0.4580 3.1337 2.6510
Br 1.9760 2.2002 4.8469
N -1.1756 -2.8187 1.6969
C -2.0767 -2.7176 2.9068
C -3.6236 -3.2582 3.0238
O -1.5796 -2.1037 4.0168
C -0.9998 -4.2495 1.2438
C 0.5406 -4.8598 1.3009
O -1.9575 -5.0901 0.8466
H 6.3438 -4.7443 1.6588
H 5.1656 -6.0514 0.9765
H 4.4486 -4.3389 1.3051
H 5.3019 -3.2741 -0.7262
H 6.9674 -4.1598 -0.6848
H 6.0775 -5.7226 -2.3336
H 4.7173 -6.3635 -1.1661
H 4.7329 -3.5986 -2.9856
H 3.8665 -5.2022 -3.4951
H 3.0541 -3.6617 -0.6588
H 2.1033 -4.9694 -1.6447
H 1.8798 -1.8223 -2.0501
H 2.8884 -2.5341 -3.4734
H 0.9337 -3.3060 -4.6291
H 0.7057 -4.5966 -3.2751
H -1.3789 -4.0292 -5.0248
H -2.7505 -3.2640 -3.9760
H -2.0081 -6.1168 -3.8549
H -1.1744 -5.5043 -2.2775
H -3.5719 -4.7873 -1.3067
H -4.3562 -4.7632 -3.0412
H -3.8153 -8.4301 -0.9512
H -2.3369 -7.2684 -0.7909
H -4.0608 -6.7710 -0.0862
H -1.9378 -0.8993 -3.1642
H -1.5152 -1.5478 -4.8796
H 1.4620 -1.5375 -5.7881
H 3.5869 0.2936 -6.1014
H 3.6470 2.6953 -4.5738
H 1.6001 3.1952 -2.8005
H -1.7183 0.8835 -1.9330
H -0.3622 2.0050 -1.0826
H -1.3225 2.6058 -2.5884
H -0.3283 -0.9375 -1.1572
H 0.4296 -2.4585 -0.3460
H -3.6018 -1.2723 0.4253
H -3.3864 -2.9887 0.2561
H -2.2478 -0.1019 1.9550
H -1.8134 0.3480 0.1775
H 0.3006 1.1436 0.8062
H 0.9059 -0.6128 1.1315
H -3.9218 -4.0556 2.2201
H -4.3177 -2.3085 2.8234
H -3.9042 -3.5998 4.1322
H 0.4742 -5.9210 1.7991
H 1.1877 -4.1523 1.9720
H 0.9807 -4.9826 0.2238
C 2.7229 -2.3861 7.0967
C 3.6759 -3.0909 6.1189
C 3.8318 -4.5910 6.3407
F 4.3327 -4.8825 7.5631
F 4.7014 -5.1208 5.4391
F 4.8790 -2.4574 6.1351
F 3.1747 -2.8985 4.8574
O 3.3336 -1.7291 8.2113
C 3.6265 -2.5669 9.3285
C 5.1305 -2.6886 9.6034
F 5.7978 -3.1812 8.5309
F 5.3720 -3.5413 10.6353
F 3.0219 -3.7661 9.1557
F 3.0098 -1.9893 10.3954
H 2.2476 -1.5733 6.5337
H 1.8881 -3.0272 7.4051
H 2.8775 -5.1113 6.2237
H 5.5645 -1.7154 9.8527
C -1.9089 8.3214 0.7905
C -0.6124 9.0668 1.1431
C 0.3722 9.2264 -0.0096
F 0.7936 8.0367 -0.4966
F 1.4894 9.8839 0.4020
F -0.0307 8.4660 2.2154
F -0.9704 10.3191 1.5714
O -1.9481 6.9303 1.1224
C -1.3563 6.0564 0.1622
C -0.1199 5.3275 0.7028
F 0.8351 6.1977 1.1140
F 0.4503 4.5520 -0.2583
F -1.1071 6.7484 -0.9747
F -2.3206 5.1506 -0.1570
H -2.6993 8.7668 1.4072
H -2.2325 8.5066 -0.2410
H -0.0657 9.8015 -0.8297
H -0.3806 4.6874 1.5513
C -3.3473 7.4729 -2.9411
C -4.6305 7.7304 -2.1361
C -5.7984 6.8114 -2.4755
F -6.1863 6.9252 -3.7665
F -6.8881 7.1240 -1.7240
F -4.9762 9.0401 -2.2559
F -4.3199 7.5505 -0.8129
O -3.1325 8.3184 -4.0751
C -3.7921 7.9124 -5.2734
C -4.8558 8.9153 -5.7368
F -5.8049 9.1131 -4.7889
F -5.5031 8.4652 -6.8452
F -4.2816 6.6605 -5.1092
F -2.8159 7.8097 -6.2161
H -2.5101 7.7047 -2.2712
H -3.2120 6.4128 -3.1880
H -5.5510 5.7649 -2.2784
H -4.4061 9.8851 -5.9710
*
```

Results
Highest occupied orbital energy = -8.498 eV
Orbital gap = 7.89 eV
LUMO = -0.0224 Ha
M = 1412.73 g/mol


No. 3
DFT (the ωB97M-V functional and the def2-TZVPD basis) results for a cluster of 5 separate species, C30H56F10N4O17PS5 in total at a distorted geometry.

The geometry in ORCA input format:
```
! wB97M-V def2-TZVPD RIJCOSX def2/J DEFGRID3
* xyz -1 1
N 0.6985 -1.9499 -1.9606
P 0.4389 -2.3887 -0.3878
O 1.9471 -2.0784 0.4748
O 0.3941 -4.1443 -0.4379
N -0.9799 -1.5391 0.1463
C -2.2016 -2.3546 0.4338
C -1.8151 -3.3395 1.6827
C -2.8443 -3.4565 2.9245
C -2.7820 -2.1817 4.0068
F -1.4344 -2.0871 4.6234
C -3.6502 -1.5995 0.5695
C -4.9659 -2.6160 0.3760
C -5.7816 -2.3598 -1.0320
C -7.3290 -1.9384 -0.6659
C -7.4352 -0.3492 -0.2309
C -6.7121 0.6891 -1.2774
C -7.4760 2.1646 -1.1728
S -6.5583 3.3301 -2.3485
C -5.6121 4.5112 -1.1846
N -5.0363 3.8966 0.0955
N -4.4654 4.9979 0.7304
C -4.6591 6.2670 -0.1109
O -5.3898 5.9535 -1.3657
C -2.4982 -3.2068 -0.9894
O -2.4146 -2.4425 -2.1081
O -2.8603 -4.6317 -1.0240
C -0.9277 -0.1582 0.5996
F -1.8039 0.7183 -0.2719
F -1.3849 -0.1388 2.0461
C 0.4443 0.7052 0.6753
F 1.1053 0.2959 1.9742
F 1.3436 0.6588 -0.4941
C 0.2228 2.3507 0.8965
F -0.9720 2.7123 1.6774
F 1.3888 2.7675 1.7710
C 0.4169 3.2425 -0.4597
F -0.1567 4.6038 -0.1359
F 1.8613 3.5300 -0.7990
F -0.2955 2.7845 -1.6629
H -0.0315 -1.2753 -2.2738
H 2.6397 -1.8455 -0.2138
H 0.7727 -4.4418 0.4416
H -1.6332 -4.4454 1.2697
H -0.7596 -3.0277 2.1466
H -2.4521 -4.3766 3.5831
H -3.9536 -3.7307 2.6795
H -3.1924 -1.1818 3.5640
H -3.5423 -2.4944 4.8695
H -3.7647 -0.8882 1.4884
H -3.7446 -0.8964 -0.3951
H -5.7182 -2.2758 1.2409
H -4.7154 -3.7353 0.6024
H -5.2433 -1.6461 -1.7865
H -5.8524 -3.4187 -1.5756
H -7.7091 -2.5560 0.2816
H -8.0941 -2.1983 -1.5373
H -8.5957 -0.0793 -0.2138
H -7.0223 -0.1393 0.8607
H -6.7010 0.2904 -2.3962
H -5.6098 0.8907 -0.8707
H -8.6181 2.0506 -1.4077
H -7.4141 2.5423 -0.0488
H -4.2765 7.3201 0.2308
O 4.4132 -6.8764 2.9785
S 4.2761 -5.6490 3.7325
O 3.1105 -4.7986 3.6133
O 5.6111 -4.7397 3.5145
C 6.0140 -4.4284 2.1891
C 5.1657 -3.3180 1.5982
C 4.5322 -6.0093 5.4520
H 5.9949 -5.3217 1.5559
H 7.0551 -4.0925 2.2420
H 4.1355 -3.6515 1.4419
H 5.5669 -2.9968 0.6326
H 5.1281 -2.4571 2.2730
H 5.4383 -6.6074 5.5571
H 3.6673 -6.5717 5.8116
H 4.6189 -5.0698 6.0014
O 6.2691 -4.5387 -3.8423
S 5.7423 -3.2239 -4.1380
O 5.2108 -2.3578 -3.1067
O 4.6418 -3.3491 -5.3338
C 3.5622 -4.2572 -5.1732
C 2.4947 -3.6923 -4.2550
C 6.9631 -2.3179 -5.0550
H 3.9196 -5.2284 -4.8152
H 3.1297 -4.4186 -6.1664
H 2.8642 -3.6068 -3.2288
H 1.6125 -4.3389 -4.2436
H 2.1974 -2.6891 -4.5762
H 7.3330 -2.9449 -5.8672
H 7.7792 -2.0662 -4.3735
H 6.5083 -1.4044 -5.4432
O -2.4868 4.3457 -4.6894
S -2.6239 5.5731 -3.9354
O -3.7895 6.4235 -4.0545
O -1.2889 6.4824 -4.1533
C -0.8860 6.7937 -5.4788
C -1.7343 7.9040 -6.0697
C -2.3678 5.2128 -2.2159
H -0.9051 5.9004 -6.1120
H 0.1551 7.1296 -5.4259
H -2.7645 7.5706 -6.2259
H -1.3331 8.2253 -7.0353
H -1.7719 8.7649 -5.3949
H -1.4617 4.6146 -2.1107
H -3.2327 4.6504 -1.8563
H -2.2811 6.1523 -1.6665
O 4.9741 1.2214 5.5502
S 5.0556 2.0752 4.3848
O 6.2043 2.0672 3.5035
O 4.7492 3.6128 4.8302
C 5.5171 4.1837 5.8793
C 6.8927 4.6020 5.3950
C 3.5960 1.8343 3.4033
H 5.5880 3.4966 6.7290
H 4.9757 5.0705 6.2256
H 7.4977 3.7300 5.1295
H 7.4242 5.1577 6.1729
H 6.8157 5.2269 4.4997
H 2.7204 1.8900 4.0514
H 3.6589 0.8460 2.9415
H 3.5585 2.6039 2.6298
*
```

Results
Highest occupied orbital energy = -5.180 eV
Orbital gap = 6.55 eV
LUMO = 0.0502 Ha
M = 1126.08 g/mol